[1]
{"formula": "C26H57BF3N4O9", "method": "ωB97M-V with the def2-TZVPD basis set", "total_charge": 1, "e_tot_ha": -2244.79198, "e_homo_ev": -10.04, "elements": ["O", "B", "O", "O", "C", "C", "C", "N", "C", "C", "C", "C", "F", "C", "F", "F", "H", "H", "H", "H", "H", "H", "H", "H", "H", "H", "H", "H", "C", "O", "C", "C", "N", "C", "C", "O", "C", "H", "H", "H", "H", "H", "H", "H", "H", "H", "H", "H", "H", "H", "H", "H", "C", "O", "C", "C", "N", "C", "C", "O", "C", "H", "H", "H", "H", "H", "H", "H", "H", "H", "H", "H", "H", "H", "H", "H", "C", "O", "C", "C", "N", "C", "C", "O", "C", "H", "H", "H", "H", "H", "H", "H", "H", "H", "H", "H", "H", "H", "H", "H"], "positions_angstrom": [[-3.55145, -0.07979, -1.91313], [-2.42076, -0.98258, -1.55325], [-1.40278, -1.25110, -2.62734], [-2.24830, -1.66969, -0.25860], [-3.49829, -2.36079, 0.16002], [-3.02041, -2.93574, 1.65711], [-2.25642, -4.33858, 1.16135], [-2.71611, -4.81760, -0.07274], [-3.82060, -3.85563, -0.47580], [-4.51857, -3.97313, -1.95276], [-3.96752, -5.19665, -2.89271], [-4.87862, -6.55515, -2.88652], [-4.23667, -7.79408, -3.45929], [-6.28226, -6.69870, -2.42040], [-6.61128, -7.36747, -1.10639], [-7.38081, -6.20478, -3.32123], [-4.24238, -0.70941, -2.32423], [-1.55947, -2.23762, -2.84589], [-4.43926, -1.66065, 0.37920], [-3.86440, -3.04871, 2.48040], [-2.16340, -2.20420, 2.02388], [-1.41632, -4.83354, 1.81481], [-2.34752, -5.67870, -0.53708], [-4.70328, -4.21395, 0.24451], [-5.69452, -4.05196, -1.75713], [-4.39959, -2.98052, -2.60585], [-3.96370, -4.79705, -4.01763], [-2.85103, -5.51579, -2.66939], [-2.46734, 0.27132, 4.76605], [-1.54021, 0.08270, 3.70473], [-2.00614, 0.59033, 2.44770], [-1.20436, 1.83546, 2.03396], [-1.52017, 2.98261, 2.89185], [-0.59607, 4.11101, 2.73553], [0.88658, 3.87433, 3.09373], [1.12085, 3.65164, 4.48503], [0.91570, 2.31265, 4.91191], [-2.11746, -0.30165, 5.62875], [-2.51976, 1.32265, 5.05512], [-3.46179, -0.09160, 4.49095], [-3.08605, 0.78930, 2.45517], [-1.82381, -0.19730, 1.70833], [-1.44075, 2.08777, 0.99448], [-0.14418, 1.57841, 2.09262], [-1.49993, 2.68677, 3.86506], [-0.97320, 4.91262, 3.38362], [-0.66223, 4.48382, 1.70721], [1.42617, 4.79343, 2.84605], [1.34786, 3.08704, 2.48727], [1.17092, 1.58139, 4.13812], [-0.11516, 2.18054, 5.24323], [1.55831, 2.13152, 5.77942], [3.16727, -0.42441, 1.91884], [4.47705, 0.11914, 1.81607], [4.63605, 1.35390, 2.52669], [5.53663, 1.15996, 3.75784], [4.86231, 0.36866, 4.79264], [5.75427, -0.08829, 5.86375], [6.90993, -1.03485, 5.47510], [6.48314, -2.32779, 5.04339], [6.10745, -2.39987, 3.67559], [3.08524, -1.25014, 1.20722], [2.98720, -0.81983, 2.92025], [2.40875, 0.32303, 1.66922], [3.67169, 1.80343, 2.79836], [5.13701, 2.04485, 1.83973], [5.80079, 2.14013, 4.16958], [6.45330, 0.67037, 3.42093], [4.43619, -0.44892, 4.36247], [5.12169, -0.61334, 6.59107], [6.16461, 0.78634, 6.38091], [7.50185, -1.20516, 6.37946], [7.59834, -0.58660, 4.75014], [6.68890, -1.72044, 3.04399], [5.03925, -2.20497, 3.57138], [6.28310, -3.42348, 3.32961], [2.17407, 3.09250, -7.51918], [0.82941, 3.50336, -7.73042], [-0.03776, 2.42929, -8.11680], [-1.02305, 2.09284, -6.98526], [-0.33898, 1.45825, -5.85344], [-1.15913, 1.36872, -4.64059], [-1.62894, 2.69090, -3.99740], [-0.57359, 3.47139, -3.43414], [0.11460, 4.29411, -4.36513], [2.79071, 3.98893, -7.41371], [2.26327, 2.50888, -6.60101], [2.54840, 2.51403, -8.36863], [0.52081, 1.54199, -8.44325], [-0.61245, 2.78890, -8.97745], [-1.79272, 1.41333, -7.36728], [-1.50671, 3.02445, -6.68249], [0.50076, 1.98809, -5.63174], [-0.55622, 0.83074, -3.89769], [-2.03228, 0.74007, -4.84846], [-2.28038, 2.42521, -3.15938], [-2.24567, 3.29419, -4.67274], [-0.53745, 4.65912, -5.16527], [0.96884, 3.75605, -4.77824], [0.51036, 5.15970, -3.82434]]}

[2]
{"formula": "C26H57BF4N3O2", "method": "ωB97M-V with the def2-TZVPD basis set", "multiplicity": 2, "e_tot_ha": -1763.83323, "e_homo_ev": [-2.01, -6.16], "s_squared": 0.750, "elements": ["C", "C", "C", "N", "C", "C", "C", "C", "C", "H", "H", "H", "H", "H", "H", "H", "H", "H", "H", "H", "H", "H", "H", "H", "H", "H", "H", "C", "C", "C", "N", "C", "C", "C", "C", "C", "H", "H", "H", "H", "H", "H", "H", "H", "H", "H", "H", "H", "H", "H", "H", "H", "H", "H", "C", "C", "C", "N", "C", "C", "C", "C", "C", "H", "H", "H", "H", "H", "H", "H", "H", "H", "H", "H", "H", "H", "H", "H", "H", "H", "H", "B", "F", "F", "F", "F", "C", "C", "O", "O", "H", "H", "H"], "positions_angstrom": [[-23.41481, 19.02562, -12.62026], [-22.12222, 19.35374, -13.45632], [-22.07823, 18.43079, -14.74689], [-20.68823, 18.45124, -15.51513], [-19.75145, 17.58992, -14.65761], [-20.89587, 17.89656, -16.91000], [-20.24985, 18.91382, -17.88523], [-19.26836, 19.71054, -17.13707], [-19.98954, 19.86159, -15.80450], [-23.70861, 19.87279, -12.00052], [-23.39487, 18.08376, -12.07200], [-24.34353, 18.94587, -13.18526], [-21.24725, 19.23572, -12.81709], [-22.11198, 20.36488, -13.86325], [-22.74946, 19.01453, -15.37681], [-22.34190, 17.38387, -14.59677], [-19.50973, 17.97690, -13.66770], [-18.80916, 17.50592, -15.19902], [-20.17106, 16.59584, -14.50331], [-20.36868, 16.94869, -17.01831], [-21.93449, 17.63159, -17.10790], [-19.96451, 18.49540, -18.85042], [-21.12855, 19.46338, -18.22285], [-18.26042, 19.31313, -17.01780], [-19.04211, 20.66376, -17.61485], [-19.21791, 19.97574, -15.04316], [-20.66478, 20.71509, -15.74376], [-21.12136, 20.63237, -21.38316], [-21.57973, 22.11279, -21.08785], [-21.18682, 22.37971, -19.60952], [-21.68544, 23.72237, -19.11950], [-22.07891, 24.90718, -20.10995], [-20.69814, 24.29109, -17.99895], [-21.60784, 24.70894, -16.88458], [-22.69735, 23.67196, -16.89396], [-23.04006, 23.61773, -18.35806], [-21.57890, 19.87397, -20.74787], [-20.04119, 20.58145, -21.24626], [-21.28582, 20.40044, -22.43543], [-22.63495, 22.20595, -21.34464], [-20.95737, 22.76753, -21.69783], [-20.09984, 22.30840, -19.57104], [-21.55162, 21.62357, -18.91434], [-22.68224, 24.53160, -20.93641], [-21.17278, 25.44748, -20.38402], [-22.61879, 25.64330, -19.51433], [-19.95741, 24.98273, -18.40027], [-20.16752, 23.38723, -17.69966], [-21.99166, 25.70119, -17.12167], [-21.11945, 24.74277, -15.91070], [-23.57024, 23.97470, -16.31558], [-22.39801, 22.73989, -16.41464], [-23.84961, 24.29113, -18.63960], [-23.47971, 22.63021, -18.49810], [-25.59402, 18.60010, -21.96480], [-26.58481, 17.67646, -20.95109], [-27.05209, 18.44539, -19.79639], [-27.58059, 17.71145, -18.50631], [-28.89919, 16.96594, -18.90777], [-27.92488, 18.56611, -17.29995], [-27.12278, 18.01094, -16.15774], [-26.78372, 16.61302, -16.56058], [-26.54927, 16.67035, -18.00422], [-25.06631, 17.94659, -22.65945], [-24.89590, 19.06474, -21.26850], [-26.12399, 19.38874, -22.49893], [-25.94808, 16.85299, -20.62770], [-27.46254, 17.35560, -21.51209], [-27.81557, 19.17539, -20.06525], [-26.14190, 18.89280, -19.39706], [-28.61748, 16.34134, -19.75548], [-29.68562, 17.65843, -19.20792], [-29.36552, 16.50197, -18.03865], [-28.98370, 18.47797, -17.05657], [-27.64045, 19.58673, -17.55596], [-27.78525, 18.00506, -15.29218], [-26.29642, 18.63740, -15.82191], [-27.64292, 15.98296, -16.33059], [-25.88830, 16.17743, -16.11720], [-26.61646, 15.80529, -18.66396], [-25.60586, 17.19566, -18.15295], [-24.05044, 20.06217, -17.98381], [-23.15327, 20.72790, -17.19879], [-25.32164, 20.11375, -17.49424], [-24.08203, 20.49954, -19.30276], [-23.68207, 18.73174, -17.98836], [-22.32682, 16.65731, -20.64180], [-20.80421, 16.24840, -20.99567], [-20.26551, 15.61245, -20.01881], [-20.27248, 16.67970, -22.05100], [-22.92816, 15.76436, -20.47110], [-22.68260, 17.21186, -21.51013], [-22.50571, 17.24422, -19.74090]]}